Here is a single C33H39N3O7 molecule in a non-equilibrium geometry from OMol25. Energies are from ωB97M-V/def2-TZVPD.

XYZ file:
```
82
Properties=species:S:1:pos:R:3
O 4.2016 -6.1995 -0.5703
O 7.7914 2.8459 0.3989
O -0.3675 1.1159 -2.2810
O -9.3119 2.1523 0.7268
O -10.0983 0.7437 -0.9190
O 0.6294 -0.6766 0.4938
O 2.3488 0.5679 1.4760
N 6.0500 1.4867 -0.1155
N -4.0506 -0.6338 0.1939
N -1.6503 -0.4312 -1.2722
C -2.8721 0.1518 -1.7848
C 3.6341 -3.8854 -0.0166
C 3.1521 -5.3185 -0.2532
C -2.8153 -1.1785 0.7218
C 0.3910 2.0563 1.7115
C 4.0836 4.5646 -0.7818
C -8.3802 1.1786 0.4784
C -8.1118 -0.7407 -0.9607
C 4.1478 0.3850 -0.6593
C 3.2132 -0.7790 -0.8582
C -1.9063 -1.5804 -0.4419
C 5.4397 0.2507 -0.2711
C -3.7741 0.5399 -0.6159
C -6.8684 -0.9337 -0.3669
C -6.3870 -0.0896 0.6233
C 8.1875 0.4940 0.5280
C 7.3509 1.7273 0.2730
C 2.7892 2.5570 -1.1574
C 5.2003 3.8352 -0.4202
C -7.1502 0.9952 1.0607
C 0.7632 -0.3501 -0.8379
C 2.4675 -2.9422 0.2622
C 1.8388 -0.6972 1.2200
C 2.9217 -1.4945 0.4780
C -10.3899 1.8867 -0.1449
C 5.0931 2.4543 -0.4252
C 2.8987 3.9330 -1.1479
C -0.4693 0.1690 -1.5154
C 1.9228 -0.3707 -1.4922
C 1.6029 1.3916 2.3553
C -5.0339 -0.3594 1.2274
C 3.8943 1.7983 -0.7811
C -8.8556 0.3261 -0.5179
H -3.0475 -2.0617 1.3217
H 1.7612 -2.9801 -0.5701
H 5.9785 -0.6580 -0.0883
H -8.4814 -1.3960 -1.7311
H -11.3049 1.7103 0.4435
H 7.7599 -0.0967 1.3352
H 4.3223 -3.8735 0.8340
H 2.3178 2.1553 2.6727
H -2.6071 1.0251 -2.3819
H -3.3848 -0.5836 -2.4129
H 2.6019 -5.6755 0.6304
H 2.4782 -5.3504 -1.1124
H 4.1350 5.6433 -0.7855
H -0.9772 -2.0001 -0.0651
H 4.8363 -6.2036 0.1550
H 1.2938 0.8024 3.2321
H 3.8150 -1.4775 1.1071
H 4.1876 -3.5587 -0.8987
H 1.9414 -3.2896 1.1557
H 6.1224 4.3187 -0.1450
H 3.7177 -1.4912 -1.5230
H 1.9396 -0.0724 -2.5276
H 1.8663 2.0912 -1.4611
H -10.5485 2.7517 -0.8091
H 2.0473 4.5320 -1.4365
H 8.2504 -0.1177 -0.3693
H -5.1014 -1.2494 1.8623
H 1.5595 -1.1979 2.1673
H -4.7203 0.9301 -0.9949
H -2.2802 -0.4529 1.3611
H -6.7950 1.6654 1.8261
H -0.0356 2.7765 2.4054
H -2.4256 -2.3319 -1.0488
H -0.3662 1.3191 1.4568
H 9.1864 0.8141 0.8120
H 0.6959 2.5722 0.8046
H -3.2796 1.3310 -0.0229
H -4.7329 0.4886 1.8673
H -6.2473 -1.7550 -0.6864
```

Properties
E_LUMO (eV): 0.49
F_max (eV/Å): 1.3
SMILES string: CCO[C@H]1OC(C(=O)N2CCN(Cc3ccc4c(c3)OCO4)CC2)=C[C@@H](c2cn(C(C)=O)c3ccccc23)[C@@H]1CCCO
HOMO (eV): -7.988
Relative energy (zero: lowest compared OMol25 entry of this formula, charge and spin) (kcal/mol): 1.4